Below is 2 unconnected molecules or ions with the total composition C4H6N2O, with properties calculated with ωB97M-V/def2-TZVPD.

Element x y z (Å)
H -1.637 2.039 1.826
N -1.705 1.087 1.459
C -0.618 0.759 0.891
C 0.661 1.445 0.662
C 1.447 0.598 -0.025
N 0.816 -0.616 -0.286
C -0.466 -0.626 0.250
O -1.259 -1.533 0.206
H 0.920 2.444 0.984
H 2.461 0.754 -0.374
H 1.217 -1.399 -0.776
H -1.103 -2.165 -2.326
H -0.734 -2.787 -2.492

Forces on the atoms, in the same order (eV/Å):
-0.031 -0.075 -0.014
0.406 0.061 -0.130
-0.280 0.086 0.140
0.108 -0.027 -0.061
-0.058 0.126 0.079
-0.053 -0.116 -0.002
-0.261 -0.390 -0.056
0.407 0.424 0.049
-0.037 -0.153 -0.055
-0.158 -0.009 0.058
-0.058 0.108 0.065
0.015 -0.041 0.002
0.003 0.007 -0.074

SMILES string: [H]/N=C1\C=CNC1=O.[H][H]
Frontier orbital gap: 0.3246 Eh
Highest occupied orbital energy: -9.10 eV

Atomic partial charges in e from the natural (NBO) method, atoms 1 to 5: H 0.33; N -0.52; C 0.15; C -0.37; C 0.06

=====

Below is a molecular structure, C38H46BaOP2Si at a distorted geometry, with properties calculated with ωB97M-V/def2-TZVPD.

Element x y z (Å)
Ba 1.197 -1.017 -3.136
C -2.717 0.324 0.067
C -3.438 0.384 -1.070
C -3.633 1.583 -1.957
C -2.353 2.193 -2.538
C -1.452 2.944 -1.583
C -1.612 3.197 -0.266
C -2.728 2.837 0.656
C -2.678 1.347 1.138
C 2.797 0.500 -1.791
H -2.104 -0.575 0.253
H -3.966 -0.524 -1.394
H -4.200 2.373 -1.448
H -4.274 1.261 -2.802
H -1.795 1.369 -3.013
H -2.632 2.861 -3.375
H -0.618 3.438 -2.098
H -0.785 3.675 0.299
H -3.729 3.075 0.257
H -2.608 3.494 1.539
H -1.782 1.196 1.733
H -3.565 1.205 1.787
H 2.895 -0.208 -0.921
H 2.249 1.427 -1.484
H 3.784 0.781 -2.179
P 0.206 -2.261 -7.802
P 2.147 0.335 -8.397
C -0.435 -0.691 -8.440
C 0.399 0.312 -8.836
C -0.493 -3.363 -9.152
C -1.586 -3.034 -9.959
C -1.946 -3.826 -11.048
C -1.237 -4.996 -11.333
C -0.177 -5.375 -10.501
C 0.202 -4.568 -9.426
C -0.886 -2.494 -6.350
C -0.709 -1.608 -5.273
C -1.549 -1.670 -4.150
C -2.578 -2.635 -4.112
C -2.797 -3.450 -5.219
C -1.947 -3.396 -6.331
C 2.749 0.869 -10.092
C 2.479 0.030 -11.195
C 2.860 0.397 -12.486
C 3.519 1.614 -12.712
C 3.808 2.446 -11.625
C 3.437 2.069 -10.328
C 2.259 1.926 -7.483
C 3.430 2.140 -6.722
C 3.575 3.326 -5.998
C 2.565 4.298 -6.026
C 1.414 4.083 -6.787
C 1.250 2.895 -7.508
H -1.525 -0.594 -8.522
H 0.038 1.130 -9.473
H -2.167 -2.138 -9.753
H -2.776 -3.534 -11.687
H -1.500 -5.614 -12.184
H 0.373 -6.303 -10.693
H 1.042 -4.852 -8.792
H 0.089 -0.827 -5.400
H -1.462 -0.935 -3.322
H -3.197 -2.685 -3.212
H -3.657 -4.115 -5.218
H -2.152 -4.013 -7.207
H 1.952 -0.912 -11.043
H 2.638 -0.260 -13.334
H 3.817 1.902 -13.725
H 4.319 3.400 -11.790
H 3.679 2.737 -9.498
H 4.226 1.385 -6.714
H 4.485 3.490 -5.417
H 2.681 5.213 -5.440
H 0.640 4.843 -6.816
H 0.345 2.733 -8.088
C 2.471 -1.639 1.678
Si 0.922 -1.133 0.701
C -0.457 -1.815 1.778
C 1.006 0.770 1.062
O 0.712 -1.503 -0.859
H 2.217 -1.655 2.747
H 3.317 -0.950 1.554
H 2.823 -2.645 1.422
H -0.151 -1.837 2.831
H -1.408 -1.279 1.703
H -0.642 -2.850 1.465
H 2.049 1.127 1.032
H 0.421 1.398 0.383
H 0.643 0.932 2.091

Forces on the atoms, in the same order (eV/Å):
0.993 -0.338 1.745
-0.113 -0.654 -0.576
0.261 -0.253 0.092
-1.514 0.451 0.038
-0.183 -0.015 0.083
-0.213 0.578 0.596
0.912 -0.028 -0.819
-0.523 -0.274 0.768
0.382 1.546 -0.174
0.069 0.377 0.048
-1.402 0.003 0.238
1.180 -0.159 -0.549
0.041 -0.047 -0.295
0.309 0.203 0.320
0.156 0.192 0.101
0.086 -0.159 0.318
0.048 -0.470 0.402
-0.399 -0.045 -0.867
0.508 -0.173 0.097
-0.194 -0.415 -0.252
0.069 0.074 0.248
0.463 -0.205 -0.205
0.140 0.869 -0.677
0.524 -0.608 0.070
0.063 0.103 0.263
0.200 -0.619 -0.419
0.938 0.162 -0.757
0.596 1.419 -0.157
-1.375 -1.042 0.159
0.342 -0.567 0.287
0.010 0.071 -0.026
0.196 -0.335 -0.059
0.223 0.237 0.534
0.054 -0.028 0.059
-0.461 0.574 -0.047
-0.532 0.373 -0.208
-0.231 0.126 -0.416
-0.308 -0.033 -0.397
0.495 0.754 0.120
0.146 -0.054 0.082
-0.349 0.080 0.367
0.087 0.052 -0.293
0.136 0.333 0.153
0.067 0.199 -0.010
-0.006 -0.079 0.362
-0.085 -0.268 -0.130
-0.059 -0.007 -0.108
0.137 -0.010 0.189
-0.442 0.209 -0.176
-0.094 0.016 -0.134
0.160 -0.315 -0.052
0.154 -0.170 0.077
0.464 0.239 0.312
0.359 0.072 -0.351
-0.198 -0.151 0.468
0.128 -0.167 -0.101
0.112 -0.010 0.165
-0.034 0.074 0.054
-0.244 0.401 0.035
-0.132 0.056 -0.187
-1.074 -0.685 -0.092
-0.282 -0.660 -0.469
0.090 -0.038 -0.457
0.225 -0.023 -0.014
0.111 0.094 0.295
0.082 0.135 -0.003
0.066 0.213 0.376
-0.144 -0.099 0.384
-0.168 -0.376 0.107
-0.126 -0.204 -0.215
-0.394 0.298 0.037
-0.322 -0.024 -0.125
-0.063 -0.286 -0.248
0.049 -0.094 0.018
0.177 0.101 0.139
0.283 -0.516 -0.334
0.183 1.479 0.550
-0.276 -0.410 0.024
-0.020 -0.351 -0.004
-0.072 -0.330 -0.042
-0.007 0.062 -0.226
-0.218 -0.119 -0.120
0.044 0.015 0.075
-0.082 0.059 -0.166
0.254 -0.174 0.191
-0.080 0.032 0.121
-0.358 -0.167 -0.096
-0.008 -0.090 0.070
0.015 0.010 -0.186

Frontier orbital gap: 0.2187 Eh
Highest occupied orbital energy: -6.13 eV

Atomic partial charges in e from the Mulliken method, atoms 1 to 5: Ba 1.76; C -0.08; C -0.64; C -1.08; C 0.02

=====

Below is a molecular structure, C12H30N2O12S2V at a distorted geometry, with properties calculated with ωB97M-V/def2-TZVPD.

Element x y z (Å)
V 0.636 -0.377 1.590
S 1.441 -1.206 3.995
O 2.696 -1.909 4.036
O 1.615 0.116 3.354
O 0.545 -1.826 3.025
O 0.692 -1.009 5.264
S 3.898 -1.118 0.641
O 4.536 -2.260 1.329
O 4.182 -1.255 -0.772
O 2.491 -1.168 0.887
O 4.451 0.086 1.207
C -1.930 0.027 3.575
O -0.906 0.549 2.758
C -0.971 1.883 2.345
C 0.244 2.365 1.507
N 0.461 1.518 0.399
C 1.770 1.767 -0.311
C 1.810 3.053 -1.108
O 0.563 3.261 -1.804
C 0.258 2.431 -2.956
H -1.749 -1.048 3.592
H -2.970 0.147 3.274
H -1.926 0.394 4.601
H -1.137 2.612 3.138
H -1.854 2.053 1.730
H 1.108 2.565 2.140
H 0.206 3.304 0.953
H -0.139 1.796 -0.364
H 1.987 0.907 -0.944
H 2.675 1.726 0.295
H 2.688 3.158 -1.745
H 1.917 3.878 -0.403
H -0.555 2.746 -3.609
H 0.159 1.415 -2.573
H 1.033 2.471 -3.722
C -3.086 1.068 -2.414
O -2.301 0.473 -1.463
C -2.897 -0.784 -1.068
C -2.173 -1.073 0.283
N -0.784 -1.393 0.096
C -0.607 -2.845 -0.078
C 0.345 -2.952 -1.307
O -0.089 -2.089 -2.369
C 0.825 -2.096 -3.460
H -4.139 1.241 -2.193
H -3.150 0.514 -3.350
H -2.649 2.059 -2.536
H -2.769 -1.580 -1.802
H -3.970 -0.706 -0.898
H -2.691 -1.865 0.824
H -2.376 -0.266 0.987
H -0.789 -1.163 -0.888
H -1.536 -3.371 -0.299
H -0.080 -3.235 0.793
H 0.454 -3.977 -1.662
H 1.330 -2.555 -1.060
H 0.934 -3.111 -3.843
H 1.825 -1.718 -3.246
H 0.449 -1.627 -4.370

Forces on the atoms, in the same order (eV/Å):
1.518 -1.215 -0.114
1.394 0.734 2.609
-0.200 -0.287 1.184
0.619 2.602 -0.699
-2.962 -2.607 -2.398
0.638 -0.496 -0.218
5.277 -2.720 2.000
-0.273 -0.447 -0.132
-0.423 0.504 -3.023
-6.078 0.261 -0.063
0.337 2.876 0.115
-0.083 -0.806 0.686
-0.492 0.602 -0.387
-0.563 2.006 -0.702
-0.048 1.333 0.813
2.876 -1.842 -1.667
0.814 -0.936 -0.239
-0.776 -0.050 0.253
-0.710 0.750 -1.234
1.548 -0.091 0.711
0.275 0.093 0.226
-0.119 0.556 -1.023
0.677 0.176 0.036
0.331 -0.263 0.717
-0.447 -0.367 -0.453
0.303 -1.090 0.050
-1.539 1.242 1.128
-1.032 -0.360 0.290
-0.398 -0.178 -0.212
-0.194 -0.077 0.854
-0.031 -0.499 -0.343
-0.457 0.352 -0.096
-0.793 0.415 1.144
-0.298 -0.231 -0.562
0.882 -0.224 0.359
-0.099 1.466 -1.186
-1.093 -1.624 0.483
1.098 0.422 2.038
-2.451 -0.400 0.669
-0.770 -0.219 -0.706
1.775 0.155 -1.069
0.735 0.320 0.471
-0.519 -0.049 -0.920
-0.057 -0.835 -0.355
-0.285 -0.155 0.921
0.528 -0.111 -0.396
-0.057 0.017 -0.588
0.462 0.052 -0.271
-0.190 0.459 0.049
-0.059 -0.559 -0.200
0.452 0.614 -0.449
1.567 1.092 -0.237
-0.227 -0.009 0.176
-0.179 -0.276 0.036
-0.147 -0.169 -0.064
0.268 -0.328 0.666
0.278 -0.535 0.344
-0.052 0.161 0.481
-0.549 0.795 0.500

Net charge: -2
Multiplicity: 4
Frontier orbital gap (spin up / spin down): 0.1344 / 0.1344 Eh
Highest occupied orbital energy (spin up / spin down): 0.07 / 0.07 eV

Atomic partial charges in e from the natural (NBO) method, atoms 1 to 5: V 1.16; S 2.61; O -0.97; O -1.09; O -1.11

=====

Below is 4 unconnected molecules or ions with the total composition C2H14N2O3 at a distorted geometry, with properties calculated with ωB97M-V/def2-TZVPD.

Element x y z (Å)
C 1.351 0.382 -2.187
N 0.032 0.701 -1.595
C -0.548 -0.616 -1.423
N 0.277 -1.235 -0.301
H 1.865 -0.509 -1.742
H 1.212 0.258 -3.262
H 2.223 1.074 -2.130
H 0.079 1.300 -0.803
H -0.312 -1.315 -2.275
H -1.618 -0.630 -1.234
H -0.145 -2.099 0.059
H 0.483 -0.641 0.488
O 1.688 -0.126 3.430
H 1.980 -0.800 2.783
H 0.842 0.001 2.966
O -2.978 -0.421 0.311
H -2.715 -0.770 1.173
H -2.399 0.325 0.130
O -0.410 1.377 2.051
H -1.147 1.659 1.504
H 0.243 2.084 2.058

Forces on the atoms, in the same order (eV/Å):
1.938 0.346 -0.299
0.846 -0.992 -2.507
1.538 -0.846 1.719
-1.176 -1.457 -0.147
-1.011 0.329 -0.431
-0.027 -0.295 0.054
-1.228 0.620 0.338
-0.021 -0.078 0.858
-0.428 1.249 0.417
0.237 0.101 -0.134
0.213 0.439 -0.209
-0.463 0.448 -0.087
-0.485 -0.942 -1.585
0.785 0.190 0.825
-0.295 0.751 0.772
-0.394 -0.019 0.456
0.017 0.164 -0.194
-0.039 -0.067 0.140
0.035 -0.320 -0.048
0.049 0.261 0.099
-0.091 0.119 -0.037

SMILES string: CNCN.O.O.O
Frontier orbital gap: 0.3305 Eh
Highest occupied orbital energy: -8.87 eV

Atomic partial charges in e from the natural (NBO) method, atoms 1 to 5: C -0.45; N -0.65; C -0.06; N -0.90; H 0.21

=====

Q: Which energy above the lowest of the compared OMol25 structures with the same formula, charge and spin values were calculated for the entries above? A: 2.0538; 1.2674; 0.0000; 2.1047, in eV.